No. 1
{
  "formula": "C2H5OSc",
  "method": "wB97M-V/def2-TZVPD",
  "symbols": ["C", "C", "H", "H", "H", "H", "Sc", "O", "H"],
  "coordinates": [[0.96533, 0.99848, -0.05394], [1.74395, 0.67060, -1.30914], [1.57938, 0.87170, 0.85647], [0.35767, 1.91364, -0.17401], [2.79512, 0.43247, -1.08453], [1.69234, 1.47748, -2.05626], [-1.67570, -0.76264, 0.91736], [0.04187, -0.14492, -0.09430], [0.72453, -0.46474, -1.17647]],
  "forces_ev_per_a": [[0.066, -0.516, -0.570], [-0.595, -0.827, 0.385], [-0.564, 0.667, -0.217], [0.511, -0.254, 0.666], [-0.350, -0.089, -0.273], [-0.086, -0.579, -0.028], [2.108, 0.755, -1.229], [-3.198, -0.908, 2.430], [2.110, 1.751, -1.164]],
  "lowdin_charge": [-0.39, -0.15, 0.10, 0.09, 0.03, 0.03, 0.82, -0.69, 0.16],
  "charge": 0,
  "homo_lumo_gap_ha": [0.241, 0.241],
  "lumo_energy_ev": [-0.6, -0.5]
}

No. 2
{
  "formula": "C2H5OTb",
  "method": "wB97M-V/def2-TZVPD",
  "symbols": ["C", "C", "H", "H", "H", "H", "Tb", "O", "H"],
  "coordinates": [[-1.50578, -0.69215, -0.01490], [-2.61997, 0.30993, 0.07331], [-1.40696, -1.31317, 0.89249], [-1.45291, -1.19842, -0.99420], [-3.20285, 0.20882, 1.00194], [-3.30097, 0.26787, -0.79088], [2.05218, 0.01798, -0.07424], [-0.33934, 0.23639, 0.01585], [-1.10272, 1.12376, 0.09230]],
  "forces_ev_per_a": [[-0.273, 0.863, 0.068], [-0.070, -0.252, 0.053], [-0.026, -0.226, -0.692], [-0.024, -0.295, 0.658], [0.162, 0.181, -0.265], [0.228, 0.226, 0.246], [-1.649, 0.161, 0.062], [2.031, 0.670, 0.019], [-0.379, -1.328, -0.148]],
  "lowdin_charge": [-0.40, -0.18, 0.08, 0.08, 0.00, 0.00, 0.98, -0.69, 0.12],
  "charge": 0,
  "homo_lumo_gap_ha": [0.215, 0.212],
  "lumo_energy_ev": [-0.6, -0.3],
  "spin_multiplicity": 7
}

No. 3
{
  "formula": "C2H5P",
  "method": "wB97M-V/def2-TZVPD",
  "symbols": ["C", "P", "H", "C", "H", "H", "H", "H"],
  "coordinates": [[0.01402, -1.87583, 2.63316], [-0.27936, -1.47512, 1.11307], [-0.07394, -2.13432, 3.62941], [0.09538, 1.08802, -1.48802], [-0.04278, 0.02606, -1.30522], [0.71118, 1.22543, -2.31407], [-0.82923, 1.59409, -1.66501], [0.40473, 1.55167, -0.60332]],
  "forces_ev_per_a": [[-1.287, 1.427, -5.430], [0.989, -1.066, 3.839], [0.284, -0.437, 1.697], [-1.442, -0.843, 0.432], [-0.188, 0.062, -0.108], [1.347, 0.386, -1.217], [-0.931, -0.093, -0.488], [1.229, 0.565, 1.276]],
  "lowdin_charge": [-0.49, 0.70, -0.12, -0.05, -0.05, 0.00, 0.02, 0.00],
  "charge": 0,
  "homo_lumo_gap_ha": 0.379,
  "smiles": "C#P.C",
  "lumo_energy_ev": 0.3,
  "relative_energy_kj_mol": 113.3
}

No. 4
{
  "formula": "C2H5PS2",
  "method": "wB97M-V/def2-TZVPD",
  "symbols": ["C", "C", "P", "S", "S", "H", "H", "H", "H", "H"],
  "coordinates": [[0.46440, -0.06823, 0.82869], [1.05238, 0.56099, -0.40353], [-1.70583, -0.87563, -1.32280], [-1.16216, -0.88991, 0.64188], [-0.37768, 1.02436, 1.99034], [1.14238, -0.75688, 1.32606], [1.79612, 1.29609, -0.09354], [0.27991, 1.07949, -0.96978], [1.52706, -0.18435, -1.04012], [-3.01659, -1.18593, -0.95720]],
  "forces_ev_per_a": [[-0.291, 0.073, 0.259], [-0.028, 0.069, -0.042], [0.595, 0.391, 0.044], [0.099, -0.146, 0.163], [-0.044, -0.166, -0.425], [-0.033, -0.061, -0.043], [0.032, -0.057, -0.046], [0.049, 0.086, -0.008], [0.035, -0.031, -0.070], [-0.413, -0.158, 0.169]],
  "lowdin_charge": [-1.11, -0.22, 0.45, 0.36, 0.49, 0.06, 0.08, 0.04, 0.08, -0.22],
  "charge": 0,
  "homo_lumo_gap_ha": [0.245, 0.262],
  "lumo_energy_ev": [-1.4, -1.3],
  "relative_energy_kj_mol": 158.5
}

No. 5
{
  "formula": "C2H5PS3",
  "method": "wB97M-V/def2-TZVPD",
  "symbols": ["C", "C", "P", "S", "S", "S", "H", "H", "H", "H", "H"],
  "coordinates": [[-1.27060, 0.40954, -0.46589], [1.34330, 0.29491, -0.34549], [-0.11243, 0.42195, 0.91204], [-0.16076, 2.21938, 1.65296], [0.08604, 0.10007, -1.74998], [-0.38661, -2.84542, 1.29247], [-2.06347, -0.38567, -0.40404], [-1.63299, 1.53758, -0.47154], [1.83899, 1.24602, -0.53103], [1.97630, -0.63674, -0.21645], [0.38222, -2.36161, 0.32695]],
  "forces_ev_per_a": [[-1.102, 1.033, -0.763], [-1.033, -1.594, -0.118], [1.398, 0.329, -0.929], [0.149, -0.959, 0.747], [-0.403, -0.024, 1.631], [-0.062, 1.972, 0.286], [0.742, 0.999, -0.352], [0.235, -2.656, -0.380], [0.311, -0.286, 0.639], [-0.546, 1.425, -0.246], [0.311, -0.239, -0.515]],
  "lowdin_charge": [-0.69, -0.59, 0.32, 0.26, 0.70, 0.22, 0.05, 0.06, 0.02, 0.05, -0.40],
  "charge": 0,
  "homo_lumo_gap_ha": [0.197, 0.197],
  "lumo_energy_ev": [-3.3, -3.3],
  "relative_energy_kj_mol": 292.5
}

No. 6
{
  "formula": "C2H5PSi",
  "method": "wB97M-V/def2-TZVPD",
  "symbols": ["C", "C", "Si", "P", "H", "H", "H", "H", "H"],
  "coordinates": [[0.05309, 0.20443, 0.75977], [-0.46065, -0.34590, -0.60247], [0.83768, 1.11985, -0.69313], [-1.69099, 0.34146, 0.36921], [0.48784, -0.16547, 1.66313], [-0.36711, -1.41442, -0.83932], [0.57277, 2.34250, -1.27849], [1.89907, 0.61179, -1.39431], [-2.49006, -1.70314, 1.06722]],
  "forces_ev_per_a": [[0.827, 1.681, -0.832], [2.418, -0.600, -0.849], [-2.719, -2.966, 1.791], [-2.810, -1.602, 1.710], [0.054, -0.638, 0.118], [-0.130, 0.726, -0.348], [-0.888, 2.000, -0.389], [2.241, -1.047, -0.594], [1.008, 2.446, -0.608]],
  "lowdin_charge": [-0.65, -0.71, 0.69, 0.80, 0.03, 0.05, -0.10, -0.09, -0.03],
  "charge": 0,
  "homo_lumo_gap_ha": [0.288, 0.289],
  "lumo_energy_ev": [-0.4, -0.4],
  "relative_energy_kj_mol": 238.1
}

No. 7
{
  "formula": "C2H5PSi",
  "method": "wB97M-V/def2-TZVPD",
  "symbols": ["C", "C", "Si", "P", "H", "H", "H", "H", "H"],
  "coordinates": [[0.32984, -0.21104, -0.78561], [0.28945, -0.16860, 0.77695], [-1.10983, 0.85802, -0.05054], [1.70230, 0.63259, 0.00584], [0.46315, -1.17906, -1.39513], [0.22882, -1.01148, 1.45167], [-0.75770, 2.19154, -0.46244], [-2.46087, 0.14932, -0.51065], [2.69568, -0.42895, -0.06937]],
  "forces_ev_per_a": [[2.341, -2.803, -1.242], [-1.197, 1.394, 0.019], [-2.893, -0.804, 2.313], [0.715, -0.816, -0.030], [-0.312, 1.596, 0.698], [0.011, -0.141, -0.203], [0.360, 0.642, -0.681], [1.313, 0.494, -0.310], [-0.338, 0.437, -0.562]],
  "lowdin_charge": [-0.58, -0.59, 0.46, 0.84, 0.08, 0.05, -0.11, -0.09, -0.07],
  "charge": 0,
  "homo_lumo_gap_ha": [0.203, 0.230],
  "lumo_energy_ev": [0.9, -3.3],
  "relative_energy_kj_mol": 80.0,
  "spin_multiplicity": 3
}

No. 8
{
  "formula": "C2H6AgN3O10S",
  "method": "wB97M-V/def2-TZVPD",
  "symbols": ["Ag", "N", "O", "O", "O", "N", "O", "O", "O", "N", "O", "O", "O", "C", "S", "O", "C", "H", "H", "H", "H", "H", "H"],
  "coordinates": [[0.74378, -0.78560, 0.88681], [-0.93400, -3.86577, 0.81613], [-0.09446, -4.66136, 1.18086], [-0.75333, -2.65612, 0.79037], [-1.95017, -4.42823, 0.50185], [-0.01354, 1.62803, 2.53276], [0.29229, 1.73895, 1.34665], [0.18616, 0.67293, 3.19203], [-0.51493, 2.59895, 2.99133], [3.48009, -2.44426, 0.91999], [2.74672, -2.17601, 1.86452], [3.15653, -2.05515, -0.17196], [4.54609, -2.94745, 1.08176], [-2.10713, 1.94313, -0.85626], [-1.20430, 0.87962, -2.10726], [-0.13507, 0.14275, -1.26039], [-0.28517, 2.27040, -2.84594], [-1.50477, 2.72279, -0.39000], [-2.42304, 1.42050, 0.04660], [-2.96832, 2.30710, -1.41659], [-0.10930, 3.12275, -2.18969], [-0.77957, 2.76165, -3.68400], [0.62546, 1.81033, -3.22957]],
  "forces_ev_per_a": [[0.549, 0.431, 0.265], [0.270, 0.030, 0.160], [2.866, -0.486, 1.005], [-0.359, 0.142, -0.143], [-2.804, 0.359, -1.053], [-0.197, 2.666, -1.512], [1.430, -2.032, -3.533], [1.175, -5.043, 1.917], [-2.453, 3.894, 2.843], [0.305, 1.264, -0.069], [-1.984, 0.197, 2.099], [-1.516, 0.790, -3.120], [2.527, -1.939, 0.952], [-0.095, -0.283, -0.326], [1.736, 0.396, 3.360], [-1.551, 0.680, -1.795], [-0.047, 0.366, -0.584], [0.410, 0.108, -0.712], [-0.146, -0.821, -0.513], [-0.080, 0.302, 0.224], [0.346, -0.617, 0.584], [-0.472, -0.556, -0.267], [0.089, 0.154, 0.219]],
  "lowdin_charge": [0.82, -0.62, 0.15, 0.03, 0.12, -0.74, -0.11, -0.01, -0.02, -0.69, -0.01, 0.01, 0.05, -0.25, 0.89, -0.64, -0.27, 0.05, 0.05, 0.04, 0.05, 0.04, 0.05],
  "charge": -1,
  "homo_lumo_gap_ha": [0.283, 0.120],
  "lumo_energy_ev": [2.3, -1.9],
  "spin_multiplicity": 2
}

No. 9
{
  "formula": "C2H6AlO",
  "method": "wB97M-V/def2-TZVPD",
  "symbols": ["Al", "C", "C", "O", "H", "H", "H", "H", "H", "H"],
  "coordinates": [[20.49859, 13.22095, 3.16215], [13.82641, 18.55628, 3.52588], [15.25576, 18.26335, 3.76658], [15.57647, 17.12590, 3.07537], [13.52693, 19.31637, 4.24745], [13.17124, 17.68859, 3.60309], [13.62274, 18.92318, 2.51990], [15.39150, 18.08109, 4.83262], [15.83798, 19.13439, 3.46590], [15.23104, 17.25926, 2.18965]],
  "forces_ev_per_a": [[0.339, -0.302, -0.004], [-1.205, 0.957, -1.711], [-1.440, -6.063, 1.955], [0.568, 2.312, 1.993], [0.539, 1.477, 0.253], [0.432, -1.276, -0.217], [-1.331, 0.978, -0.570], [1.667, 0.167, 0.843], [0.900, 2.319, -0.656], [-0.470, -0.570, -1.885]],
  "lowdin_charge": [1.24, 0.16, -0.05, 0.38, 0.20, 0.18, 0.18, 0.22, 0.30, 0.19],
  "charge": 3,
  "homo_lumo_gap_ha": 0.074,
  "lumo_energy_ev": -20.8,
  "relative_energy_kj_mol": 0.0
}

No. 10
{
  "formula": "C2H6AlO",
  "method": "wB97M-V/def2-TZVPD",
  "symbols": ["Al", "C", "C", "O", "H", "H", "H", "H", "H", "H"],
  "coordinates": [[2.62327, -0.80282, 2.92903], [-0.68881, -0.03169, -1.13148], [-0.36613, 0.05820, 0.39733], [1.03716, 0.15098, 0.67664], [-0.26390, -0.85075, -1.71173], [-0.41299, 0.93491, -1.55302], [-1.75945, -0.21530, -1.22169], [-0.78902, -0.82850, 0.86959], [-0.84671, 0.95739, 0.78282], [1.46655, 0.62762, -0.03753]],
  "forces_ev_per_a": [[0.133, 0.170, 0.051], [0.636, -1.494, -3.618], [0.371, 3.222, 5.233], [-2.599, -2.547, -1.909], [0.221, -0.029, -0.598], [1.244, 0.782, 0.276], [-1.110, -0.797, 1.377], [-0.437, -1.057, -0.506], [-0.092, 0.068, -0.101], [1.633, 1.682, -0.206]],
  "lowdin_charge": [1.68, 0.23, -0.03, 0.04, 0.16, 0.18, 0.19, 0.20, 0.17, 0.17],
  "charge": 3,
  "homo_lumo_gap_ha": 0.153,
  "lumo_energy_ev": -22.1,
  "relative_energy_kj_mol": 263.0
}